The ion C6H8N with charge +1 in a non-equilibrium geometry, computed with ωB97M-V/def2-TZVPD.

Calculated values
orbital gap	0.345	Ha
total charge	+1
E_HOMO	-14.582	eV

```
15
C6H8N ωB97M-V/def2-TZVPD
C 0.1115 2.4863 0.0131
C 0.1812 1.2901 -0.7011
C 0.4236 0.4378 -1.5393
C 0.4296 -0.9374 -1.9010
N -0.1164 -1.5506 -0.9693
C -0.6568 -1.3815 0.1477
C -0.0615 -1.4839 1.4319
H -0.6860 2.2361 0.7011
H -0.1257 3.4342 -0.4032
H 0.9762 2.7011 0.5944
H 0.7998 -1.3761 -2.7175
H -1.6890 -1.3947 0.0598
H 1.0261 -1.4569 1.4145
H -0.1520 -2.4200 1.9581
H -0.4604 -0.5844 1.9107
```

Atom charges from the Löwdin analysis, given in e for atoms 1 to 2: -0.054 -0.048

---

The ion C6H8N with charge +1 in a non-equilibrium geometry, computed with ωB97M-V/def2-TZVPD.

Calculated values
orbital gap	0.390	Ha
total charge	+1
E_HOMO	-13.954	eV

```
15
C6H8N ωB97M-V/def2-TZVPD
C 1.9828 -0.9366 -1.3866
C 1.7817 0.3422 -1.2416
C 0.2196 0.7462 -0.8684
C -0.7263 1.6722 -0.7539
C -0.8166 0.4782 0.0468
C -1.7883 -0.3156 0.7266
N -0.7067 0.2834 1.5374
H 2.9326 -1.1772 -1.6612
H 1.3128 -1.7229 -1.2082
H 2.5402 1.1505 -1.4299
H -1.0113 2.6250 -1.0854
H -2.8965 0.0126 0.8672
H -1.7130 -1.3750 0.6382
H -0.7951 0.9669 2.3876
H -0.1173 -0.4292 1.7690
```

Atom charges from the Löwdin analysis, given in e for atoms 1 to 2: 0.027 -0.034

---

The ion C6H8N with charge +1 in a non-equilibrium geometry, computed with ωB97M-V/def2-TZVPD.

Calculated values
orbital gap	0.363	Ha
total charge	+1
E_HOMO	-13.133	eV

```
15
C6H8N ωB97M-V/def2-TZVPD
C 0.3897 -1.0180 1.6448
N -0.1823 0.2993 1.1681
C 0.7141 0.6494 0.0941
C 0.2095 0.8655 -1.0859
C -0.3117 0.9791 -2.2231
C -0.4799 0.3214 -3.5135
C -0.9001 1.5211 -3.4709
H -0.2955 -1.3142 2.5806
H 0.2419 -1.7961 0.8917
H 1.4758 -0.8211 1.8982
H 0.0953 1.0316 1.9129
H -1.0627 0.0941 0.7640
H 1.7172 0.8385 0.3775
H -0.7180 -0.6654 -3.9583
H -1.5171 2.3236 -3.8356
```

Atom charges from the Löwdin analysis, given in e for atoms 1 to 2: -0.019 0.000

---

The ion C6H8N with charge +1 in a non-equilibrium geometry, computed with ωB97M-V/def2-TZVPD.

Calculated values
orbital gap (spin up / spin down)	0.288 / 0.288	Ha
total charge	+1
E_HOMO (spin up / spin down)	-13.602 / -13.603	eV

```
15
C6H8N ωB97M-V/def2-TZVPD
C 1.4990 -1.4807 0.8314
C 0.8136 -0.5373 0.1680
C 0.5108 0.9166 0.6384
C -0.8856 1.0606 1.0614
C -1.6331 0.8062 -0.1310
N -1.2064 0.0963 -1.1176
C 0.1778 -0.4992 -1.1504
H 1.7857 -1.3391 1.8295
H 2.1752 -2.3527 0.4875
H 1.3012 1.5261 1.1056
H -1.0810 1.5512 2.0449
H -2.5894 1.3187 -0.2210
H -1.5087 0.2943 -2.0927
H 0.6236 0.1985 -1.8933
H 0.0171 -1.5595 -1.5606
```

Atom charges from the Löwdin analysis, given in e for atoms 1 to 2: 0.112 -0.290

---

The ion C6H8N with charge +1 in a non-equilibrium geometry, computed with ωB97M-V/def2-TZVPD.

Calculated values
orbital gap	0.366	Ha
total charge	+1
E_HOMO	-14.443	eV

```
15
C6H8N ωB97M-V/def2-TZVPD
C 3.1471 -0.8286 0.5537
N 2.2733 -0.1718 0.1799
C 0.8842 0.4183 -0.3579
C 0.8663 1.7360 -0.4633
C -0.1050 -0.6484 -0.4575
C -0.8489 -0.6648 0.8501
C -1.5227 -0.1973 -0.3559
H 3.9932 -1.5075 0.8983
H 1.5503 2.3279 0.0992
H -0.0335 2.1944 -0.6497
H 0.2498 -1.5309 -0.8428
H -0.7307 0.1447 1.5557
H -1.2306 -1.6098 1.1380
H -2.1340 -0.7863 -0.9219
H -1.8077 0.8624 -0.5604
```

Atom charges from the Löwdin analysis, given in e for atoms 1 to 2: 0.281 0.215

---

The ion C6H8N with charge +1 in a non-equilibrium geometry, computed with ωB97M-V/def2-TZVPD.

Calculated values
orbital gap	0.298	Ha
total charge	+1
E_HOMO	-14.123	eV

```
15
C6H8N ωB97M-V/def2-TZVPD
C -0.7761 1.6488 -1.0004
C -1.7190 2.2343 -1.6260
C 0.7063 1.2838 -1.0546
C -0.3376 0.3517 1.2918
C -0.5778 -0.9131 0.5559
C 0.4640 -1.8723 0.2422
N -0.1295 0.9896 0.0226
H 1.0013 0.4984 -1.7475
H 1.4043 2.1098 -0.9530
H -1.1888 0.7835 1.8195
H 0.5603 0.3987 1.9101
H -1.5723 -1.0453 0.1441
H 1.3311 -1.7897 0.8966
H 0.8073 -1.8051 -0.7991
H 0.0264 -2.8731 0.2978
```

Atom charges from the Löwdin analysis, given in e for atoms 1 to 2: -0.318 0.294

---

The ion C6H8N with charge +1 in a non-equilibrium geometry, computed with ωB97M-V/def2-TZVPD.

Calculated values
orbital gap (spin up / spin down)	0.239 / 0.315	Ha
2S+1	3
total charge	+1
E_HOMO (spin up / spin down)	-11.454 / -14.917	eV

```
15
C6H8N ωB97M-V/def2-TZVPD
C 0.6341 0.6761 -0.4297
C -0.7684 0.8229 -0.5504
C 1.7140 0.2570 0.2152
C -3.0911 -0.0008 -0.0644
C -2.1599 -0.7686 0.8240
C 2.8184 -0.6308 0.0015
N -1.6562 0.1899 0.2105
H 1.1782 1.4174 -1.0513
H -1.1914 1.6083 -1.1940
H -3.4357 -0.4674 -0.9535
H -3.6324 0.9489 0.2845
H -1.9275 -1.5112 1.4678
H 3.4056 0.0101 -0.7776
H 2.4067 -1.6202 -0.4571
H 3.5029 -0.9239 0.8331
```

Atom charges from the Löwdin analysis, given in e for atoms 1 to 2: -0.088 -0.002

---

A cluster of 2 separate species, C6H8N in total in a non-equilibrium geometry, computed with ωB97M-V/def2-TZVPD.

Calculated values
orbital gap (spin up / spin down)	0.273 / 0.271	Ha
2S+1	3
total charge	+1
E_HOMO (spin up / spin down)	-11.816 / -14.636	eV

```
15
C6H8N ωB97M-V/def2-TZVPD
C 1.6928 -0.9958 1.5674
C 1.1059 -0.9595 0.1920
C -0.6855 1.4491 1.5988
C 0.7943 -0.0769 1.1442
C -0.3789 -1.1425 -1.9185
C 1.0034 -1.4132 -1.1874
N -1.0042 2.6392 2.1210
H -1.4747 1.0356 0.7821
H -1.1410 -1.5884 -1.1467
H -0.2376 -1.5535 -2.9591
H -0.6422 -0.0825 -1.8429
H 1.9572 -0.9683 -1.7272
H 1.1291 -2.5186 -1.1726
H -0.2772 3.1420 2.6050
H -1.8413 3.0333 1.9441
```

Atom charges from the Löwdin analysis, given in e for atoms 1 to 2: 0.329 -0.145

---

| no. | molar mass (g/mol) |
| --- | --- |
| 1 | 94.14 |
| 2 | 94.14 |
| 3 | 94.14 |
| 4 | 94.14 |
| 5 | 94.14 |
| 6 | 94.14 |
| 7 | 94.14 |
| 8 | 94.14 |